22
Properties=species:S:1:pos:R:3:forces:R:3:mulliken_charge:R:1 method="wB97M-V/def2-TZVPD" relative_energy_kcal_mol=96.38 homo_energy_ev=-8.699 lumo_ha=0.03634 total_charge=0 orbital_gap_ev=9.688 smiles="CC=C(C)C.C=C=C"
C -0.987427 1.974510 0.919951 -1.3 -1.1 -2.3 0.5194
C -1.211214 1.698882 2.173407 0.5 0.3 1.0 -0.7003
C -1.051578 2.030863 -0.412387 0.8 -1.3 3.7 -0.9268
C 0.500124 -0.679844 0.632795 -0.2 -1.5 -2.2 -0.6035
C 0.856879 -0.684838 -0.661330 -0.5 0.1 -0.4 0.7472
C -0.490675 -1.506969 1.396218 1.9 -1.1 -2.6 -0.9266
C 0.205910 -1.524510 -1.711997 -1.8 2.0 1.7 -1.7149
C 1.846936 0.306076 -1.216478 -3.3 -1.6 -5.1 -1.1820
H -2.125799 1.185915 2.578703 1.0 0.7 -0.7 0.3360
H -0.420887 1.977456 2.890014 -0.6 -0.2 -0.1 0.2286
H -0.751393 1.344062 -1.141886 0.8 -1.6 -0.2 0.1956
H -1.465391 2.804778 -0.885362 -1.6 3.5 -1.3 0.3272
H 1.033752 0.029452 1.113345 1.5 2.1 2.3 0.6263
H -1.114292 -0.863702 1.921870 -1.2 0.6 1.4 0.1869
H 0.037819 -2.301966 1.912641 -0.1 0.3 0.9 0.3051
H -0.997627 -2.072906 0.630572 -0.9 -0.1 0.0 0.2907
H -0.742941 -1.759462 -1.281338 -0.8 -0.9 -0.2 0.4496
H 0.737694 -2.346287 -1.948578 1.8 -3.1 -0.5 0.4207
H 0.000507 -1.083616 -2.656297 0.0 1.2 -0.7 0.4009
H 1.220587 1.184276 -1.668198 1.7 -1.3 0.8 0.2147
H 2.427959 -0.229874 -2.079020 -1.0 1.2 1.4 0.3216
H 2.491056 0.517703 -0.506643 3.2 1.9 3.3 0.4834